Here is a molecular structure, C3H7NO from the OMol25 dataset. Energies are from ωB97M-V with the def2-TZVPD basis set.

Geometry as XYZ:
```
12
Properties=species:S:1:pos:R:3:forces:R:3:nbo_charge:R:1
O 1.465367 -1.246038 -1.368663 0.14 0.08 0.01 -0.3964
N 0.248994 -1.277039 -0.978059 0.05 0.25 0.34 0.1272
C -0.864170 -0.534826 1.079107 -0.04 -0.02 0.05 -0.6353
C 0.177609 -0.320229 0.006779 -0.40 -0.14 0.00 -0.1745
C 0.194222 1.125714 -0.531954 0.09 0.13 -0.06 -0.6034
H 0.571217 1.804823 0.237895 -0.05 -0.12 -0.11 0.2201
H 0.816529 1.233293 -1.422957 -0.08 -0.02 0.14 0.2265
H -1.860213 -0.205528 0.752056 0.14 -0.04 0.04 0.2104
H 1.605577 -0.477251 -0.337826 0.05 -0.14 -0.26 0.3715
H -0.921987 -1.584718 1.376427 0.01 0.14 -0.05 0.2252
H -0.601632 0.050339 1.966555 -0.02 -0.07 -0.13 0.2243
H -0.831513 1.431459 -0.779360 0.12 -0.06 0.04 0.2043
```
Positions in Å, forces in eV/Å.

Properties
F_max: 0.43 eV/A
HOMO (spin up / spin down): -8.946 / -8.946 eV
relative energy (zero: lowest compared OMol25 entry of this formula, charge and spin): 131.14 kcal per mole
HOMO-LUMO gap (spin up / spin down): 8.4255 / 8.4274 eV
calculated total energy: -248.3175 hartree

Here is a single C3H7NO molecule from the OMol25 dataset. Energies are from ωB97M-V with the def2-TZVPD basis set.

Geometry as XYZ:
```
12
Properties=species:S:1:pos:R:3:forces:R:3:nbo_charge:R:1
O 0.924317 -0.468290 -1.220961 0.18 0.06 -0.10 -0.6883
N -0.587783 -0.275210 0.460388 0.15 0.07 0.16 -0.6167
C 0.706080 -0.033835 0.052174 -0.14 0.02 0.16 0.5007
C 1.684895 0.481755 0.814507 -0.01 0.00 -0.03 -0.6677
C -1.752785 -0.219368 -0.400822 -0.09 -0.01 -0.16 -0.4106
H -1.482517 -0.583119 -1.391122 -0.04 0.06 0.08 0.2222
H -0.750246 -0.023789 1.422027 0.06 -0.03 -0.06 0.3849
H 1.773179 -0.096431 -1.505899 -0.32 -0.18 0.09 0.4897
H 1.478186 0.957277 1.766657 0.02 -0.20 -0.12 0.2078
H 2.715716 0.350557 0.501095 -0.13 0.21 0.05 0.2004
H -2.530698 -0.879895 -0.001088 0.17 0.12 -0.07 0.1997
H -2.178344 0.790350 -0.496957 0.13 -0.11 -0.01 0.1779
```
Positions in Å, forces in eV/Å.

Properties
SMILES: C=C(O)NC
F_max: 0.37 eV/A
HOMO: -7.880 eV
relative energy (zero: lowest compared OMol25 entry of this formula, charge and spin): 32.99 kcal per mole
HOMO-LUMO gap: 8.7827 eV
calculated total energy: -248.4739 hartree

Here is 2 unconnected molecules or ions with the total composition C3H7NO from the OMol25 dataset. Energies are from ωB97M-V with the def2-TZVPD basis set.

Geometry as XYZ:
```
12
Properties=species:S:1:pos:R:3:forces:R:3:nbo_charge:R:1
O 1.859282 1.100417 -0.732180 -0.07 1.16 -0.14 -0.5762
N 2.117644 -0.914786 0.194928 0.28 -0.22 1.47 -0.8535
C 2.363002 0.475453 0.151972 0.68 -2.17 0.78 0.5345
C -2.007558 0.762748 -0.566576 1.85 2.08 4.48 -0.3839
C -2.505256 -0.308875 0.023751 0.05 0.40 1.17 -0.3837
H -1.642834 1.644220 0.208974 -0.90 -2.15 -2.33 0.1841
H 2.185892 -1.578930 0.991609 0.58 1.49 -0.47 0.3899
H -2.859776 -1.127764 -0.533724 -0.03 -1.18 -0.63 0.1842
H 3.137284 0.860920 0.909168 -1.05 -0.41 -0.86 0.1195
H -1.453324 0.690075 -1.446123 -0.18 0.47 -2.08 0.2057
H -2.506456 -0.416783 1.121244 -0.74 0.37 -0.61 0.1927
H 1.312100 -1.186693 -0.323047 -0.47 0.17 -0.79 0.3865
```
Positions in Å, forces in eV/Å.

Properties
SMILES: NC=O.C=C
F_max: 5.27 eV/A
HOMO: -9.948 eV
relative energy (zero: lowest compared OMol25 entry of this formula, charge and spin): 56.22 kcal per mole
HOMO-LUMO gap: 10.8789 eV
calculated total energy: -248.4369 hartree

Here is a single C3H7NO molecule from the OMol25 dataset. Energies are from ωB97M-V with the def2-TZVPD basis set.

Geometry as XYZ:
```
12
Properties=species:S:1:pos:R:3:forces:R:3:nbo_charge:R:1
O 0.551153 -0.736832 0.047458 -0.05 -0.11 -0.20 -0.5997
N -0.560015 1.008186 1.219421 -0.20 -0.28 -0.34 -0.7319
C -0.770989 0.121232 0.363346 -0.03 0.26 0.10 0.5513
C 1.772600 0.013628 0.017606 0.15 0.06 0.02 -0.2671
C -1.567294 -0.409432 -0.678747 -0.31 0.15 0.12 -0.9218
H 0.010937 -0.786932 -0.905020 0.27 -0.10 0.21 0.5090
H -1.425570 1.472220 1.483485 0.08 -0.03 -0.03 0.3778
H -1.812494 -1.467637 -0.567132 0.12 0.15 -0.06 0.2381
H -2.387336 0.210066 -1.030051 0.06 -0.08 0.14 0.2319
H 1.753186 0.729084 -0.811668 -0.01 -0.09 0.14 0.1888
H 2.590086 -0.698001 -0.106106 -0.08 0.13 0.04 0.1985
H 1.845732 0.544419 0.967407 0.02 -0.06 -0.15 0.2251
```
Positions in Å, forces in eV/Å.

Properties
F_max: 0.48 eV/A
HOMO: -8.062 eV
relative energy (zero: lowest compared OMol25 entry of this formula, charge and spin): 101.40 kcal per mole
HOMO-LUMO gap: 9.0175 eV
calculated total energy: -248.3649 hartree

Here is 2 unconnected molecules or ions with the total composition C3H7NO from the OMol25 dataset. Energies are from ωB97M-V with the def2-TZVPD basis set.

Geometry as XYZ:
```
12
Properties=species:S:1:pos:R:3:forces:R:3:nbo_charge:R:1
O -1.307325 -0.931453 0.652957 -1.52 -0.53 -0.15 -0.5755
N 1.360285 1.040636 1.070509 -1.31 -0.46 -2.63 -0.7695
C -2.473932 -1.260399 0.494284 -0.26 0.43 -0.81 0.3118
C 1.161054 0.373252 -0.214856 0.59 1.77 3.88 0.2666
C 1.305927 0.799480 -1.555311 -1.20 -0.46 -1.15 -0.1871
H -2.943472 -2.224267 0.884837 0.82 0.98 -0.13 0.1482
H 1.925615 0.031412 -2.045660 -0.13 0.14 0.04 0.2527
H 0.993143 -0.673314 -0.059555 1.00 -0.98 -0.36 0.2450
H -3.205048 -0.616838 -0.146227 1.11 -0.79 0.99 0.1282
H 0.746937 1.367557 -2.378337 0.81 0.06 2.00 0.2962
H 1.899646 0.575533 1.815667 -0.82 -0.66 -0.87 0.4342
H 0.537170 1.518401 1.481693 0.90 0.50 -0.82 0.4490
```
Positions in Å, forces in eV/Å.

Properties
F_max: 4.30 eV/A
HOMO (spin up / spin down): -14.041 / -14.031 eV
multiplicity: 2
expectation value of S²: 0.756
relative energy (zero: lowest compared OMol25 entry of this formula, charge and spin): 68.57 kcal per mole
total charge: +1
HOMO-LUMO gap (spin up / spin down): 7.9644 / 6.3902 eV
calculated total energy: -248.0597 hartree

Here is a single C3H7NO2 molecule from the OMol25 dataset. Energies are from ωB97M-V with the def2-TZVPD basis set.

Geometry as XYZ:
```
13
Properties=species:S:1:pos:R:3:forces:R:3:nbo_charge:R:1
O 0.635290 -0.943496 1.154821 0.23 -0.21 0.15 -0.7424
O -0.692396 0.671087 -2.399468 -0.24 -0.07 0.37 -0.5859
N -1.215204 -1.026837 -0.966742 0.03 0.02 0.09 -0.8577
C -0.097368 0.956870 -0.090220 0.06 0.09 0.01 -0.5247
C 1.083917 0.276271 0.577521 0.15 0.32 -0.15 -0.0577
C -0.671927 0.199699 -1.279876 -0.07 0.15 -0.10 0.6788
H 0.190289 1.951900 -0.437452 0.04 -0.16 0.02 0.2396
H 1.490049 0.939615 1.353574 -0.03 -0.11 -0.11 0.1700
H -0.900279 1.066607 0.651108 0.14 0.02 -0.11 0.2236
H -0.981444 -1.411121 -0.065402 -0.19 0.18 0.12 0.4075
H 1.869866 0.096525 -0.168951 -0.08 -0.04 0.13 0.1717
H -2.134583 -1.225442 -1.316584 0.09 -0.24 -0.46 0.3971
H 1.404680 -1.482671 1.368864 -0.14 0.04 0.02 0.4801
```
Positions in Å, forces in eV/Å.

Properties
SMILES: NC(=O)CCO
F_max: 0.53 eV/A
HOMO: -9.694 eV
relative energy (zero: lowest compared OMol25 entry of this formula, charge and spin): 17.83 kcal per mole
HOMO-LUMO gap: 10.3723 eV
calculated total energy: -323.7526 hartree